Record 1
{"formula": "C4H5N3O2", "method": "ωB97M-V with the def2-TZVPD basis set", "elements": ["C", "C", "C", "C", "N", "N", "N", "O", "O", "H", "H", "H", "H", "H"], "positions_angstrom": [[0.01461, -1.27795, 0.04602], [2.27282, -0.76369, -0.13571], [1.53302, 1.11938, 0.31069], [-1.99005, 0.10987, -0.24408], [1.28969, -1.61000, -0.02356], [0.07682, 1.06171, 0.19489], [-0.60340, -0.09344, -0.01311], [3.43106, -0.77570, -0.41767], [2.09841, 2.03668, 0.73330], [-0.67121, -2.25070, -0.02747], [-2.18694, 0.35232, -1.23833], [-2.51825, -0.72460, 0.07289], [-2.25783, 0.96324, 0.40527], [-0.48876, 1.85288, 0.33690]], "forces_ev_per_angstrom": [[-1.25, -2.14, -1.18], [0.86, 4.42, 0.24], [-1.60, -5.46, -1.47], [0.30, 1.44, 1.68], [-1.28, -1.04, 0.35], [3.02, 0.35, -0.12], [1.56, -1.88, 0.38], [-1.33, -0.45, 0.37], [1.12, 2.63, 0.77], [1.06, 2.61, 0.32], [-0.34, 0.38, -1.75], [-1.09, -1.57, 0.42], [-0.36, -0.42, -0.33], [-0.66, 1.13, 0.31]], "nbo_charge": [0.33, 0.70, 0.50, -0.39, -0.62, -0.51, -0.18, -0.51, -0.56, 0.21, 0.21, 0.22, 0.20, 0.39], "mol_weight_g_mol": 127.1, "e_above_lowest_kj_mol": 463.55, "energy_ev": -12791.07009, "homo_ev": -8.13}

Record 2
{"formula": "C24H36EuNO5P2S", "method": "ωB97M-V with the def2-TZVPD basis set", "elements": ["C", "C", "N", "C", "C", "C", "C", "P", "Eu", "P", "C", "C", "C", "C", "C", "C", "C", "O", "O", "H", "H", "H", "C", "C", "H", "H", "H", "H", "C", "C", "H", "H", "H", "H", "H", "H", "H", "H", "H", "H", "H", "H", "H", "H", "H", "H", "H", "H", "H", "H", "H", "H", "C", "C", "C", "C", "C", "C", "C", "S", "O", "O", "O", "H", "H", "H", "H", "H", "H", "H"], "positions_angstrom": [[-1.09688, -2.96076, -3.32547], [-0.66954, -1.72240, -2.76873], [-0.73732, -1.53114, -1.39713], [-1.19675, -2.52421, -0.61927], [-1.54790, -3.77582, -1.12807], [-1.50766, -3.99236, -2.50534], [-0.20720, -0.71029, -3.64395], [0.60856, 0.78106, -3.26605], [0.19595, 0.64127, -0.29554], [-1.93499, -0.60699, 1.33995], [-1.28526, -2.28543, 0.88768], [-0.52189, 3.39110, -0.81054], [0.62992, 4.09585, -0.41161], [0.51733, 5.10795, 0.54869], [-0.71694, 5.35608, 1.16470], [-1.83863, 4.57884, 0.84008], [-1.73476, 3.56054, -0.11693], [-3.11341, -0.07265, -6.46832], [-4.94991, 0.03222, -2.23369], [-1.05134, -3.06683, -4.40994], [-1.84877, -4.54613, -0.42088], [-1.78863, -4.95944, -2.91657], [2.36941, 0.61875, -2.87845], [0.40522, 1.92090, -4.63706], [-1.95543, -3.03206, 1.34308], [-0.27652, -2.39167, 1.33386], [-3.53647, -0.06505, -7.31814], [-0.56483, -0.81518, -4.67810], [-1.80500, -0.70055, 3.16110], [-3.71092, -0.90256, 1.05203], [1.60439, 3.85538, -0.85300], [1.39371, 5.70404, 0.81601], [-0.78908, 6.14356, 1.91588], [-2.79730, 4.77221, 1.32973], [-2.58781, 2.90512, -0.33445], [-0.08253, 1.44839, -2.16652], [-4.76431, 0.14596, -3.18118], [-5.48138, 0.77507, -2.00410], [-3.60354, -0.74038, -5.95488], [-0.46922, 2.70417, -1.69351], [2.83708, 0.19914, -3.78282], [2.82961, 1.59276, -2.64893], [2.55111, -0.04793, -2.01930], [1.27427, 1.86367, -5.30730], [-0.50749, 1.65374, -5.18669], [0.30513, 2.93790, -4.23540], [-4.06594, -1.76029, 1.64143], [-4.25043, 0.00785, 1.34720], [-3.89349, -1.06416, -0.01887], [-2.41255, -1.51994, 3.57028], [-0.75139, -0.83064, 3.44865], [-2.15093, 0.25924, 3.56836], [3.96190, -2.83755, 6.03790], [3.68386, -1.99172, 4.83010], [3.81771, -0.60197, 4.91878], [3.54790, 0.21129, 3.82199], [3.14005, -0.37646, 2.62064], [3.02697, -1.76193, 2.50418], [3.29736, -2.56112, 3.61271], [2.73125, 0.69102, 1.26055], [1.43182, 1.33660, 1.66016], [3.80765, 1.60562, 1.00111], [2.39626, -0.26348, 0.14196], [4.98475, -2.68272, 6.40251], [3.28625, -2.57654, 6.86118], [3.82805, -3.89804, 5.81124], [4.13893, -0.15438, 5.86078], [3.65515, 1.29129, 3.89015], [2.73482, -2.21091, 1.55774], [3.21201, -3.64689, 3.53434]], "forces_ev_per_angstrom": [[-0.17, -0.26, 0.12], [0.03, 0.09, 0.60], [0.08, 0.07, -0.50], [0.04, -0.79, -0.22], [-0.13, 0.35, 0.85], [0.17, 0.48, -0.33], [-0.07, 0.68, -0.44], [-0.40, -2.53, 1.10], [-0.79, -0.23, 0.27], [0.00, -0.45, -0.16], [0.27, -0.03, -0.26], [0.22, 0.56, 0.36], [-0.55, 0.15, -0.04], [-0.10, -0.24, 0.13], [0.10, -0.23, -0.34], [0.26, -0.18, 0.04], [0.38, 0.34, -0.17], [-0.05, -0.41, 0.96], [0.63, -0.85, -0.76], [0.01, -0.07, 0.32], [-0.04, 0.07, -0.27], [0.04, 0.18, 0.02], [0.85, 0.04, -0.83], [0.04, 0.38, -0.18], [0.36, 0.09, -0.10], [-0.37, 0.02, -0.09], [-0.30, 0.01, -0.64], [0.43, 0.10, 0.32], [-0.04, 0.11, 0.16], [-0.22, 0.29, -0.02], [-0.39, 0.28, 0.03], [-0.29, -0.26, 0.00], [-0.05, -0.19, -0.24], [0.36, -0.13, -0.09], [0.28, 0.37, -0.13], [-0.93, 0.20, -1.46], [0.03, -0.04, 0.53], [-0.63, 0.90, 0.29], [0.39, 0.38, -0.30], [-0.45, 0.81, 1.05], [0.35, 0.07, 0.22], [-0.12, -0.18, -0.08], [-0.23, 0.24, -0.53], [-0.25, 0.07, 0.20], [0.27, 0.08, 0.22], [0.05, -0.13, -0.22], [0.03, 0.21, -0.17], [-0.04, -0.29, -0.04], [0.07, 0.01, 0.25], [0.18, 0.19, -0.04], [-0.30, 0.05, -0.07], [0.07, -0.29, 0.04], [0.03, -0.14, 0.18], [-0.03, 0.14, -0.24], [-0.08, 0.12, -0.26], [0.00, -0.30, 0.01], [0.24, 0.01, 0.21], [-0.01, 0.19, 0.08], [0.07, 0.12, 0.20], [-1.21, -0.88, -0.09], [1.35, -0.17, -0.07], [-0.15, -0.16, 0.09], [0.79, 0.79, 0.81], [-0.16, -0.06, -0.09], [0.09, -0.05, -0.14], [0.05, 0.10, 0.08], [-0.09, -0.09, -0.23], [-0.04, -0.18, -0.03], [0.05, 0.17, 0.16], [0.01, 0.30, 0.00]], "nbo_charge": [-0.28, 0.26, -0.60, 0.24, -0.33, -0.16, -0.90, 1.26, 0.95, 0.83, -0.74, -0.30, -0.15, -0.22, -0.21, -0.20, -0.22, -0.94, -0.94, 0.21, 0.21, 0.21, -1.02, -0.98, 0.23, 0.24, 0.47, 0.24, -0.94, -0.94, 0.21, 0.22, 0.22, 0.21, 0.22, -0.18, 0.47, 0.46, 0.47, 0.21, 0.24, 0.24, 0.29, 0.25, 0.27, 0.25, 0.22, 0.23, 0.27, 0.22, 0.25, 0.24, -0.63, 0.00, -0.22, -0.16, -0.36, -0.12, -0.24, 2.38, -1.00, -0.93, -1.02, 0.22, 0.22, 0.22, 0.21, 0.23, 0.23, 0.21], "mol_weight_g_mol": 664.5, "multiplicity": 7, "energy_ev": -85937.34072, "homo_ev": [-3.26, -5.01], "s2": 12.017}

Record 3
{"formula": "H26O13", "method": "ωB97M-V with the def2-TZVPD basis set", "elements": ["H", "H", "H", "H", "H", "H", "H", "H", "H", "H", "H", "H", "H", "H", "H", "H", "H", "H", "H", "H", "H", "H", "H", "H", "H", "H", "O", "O", "O", "O", "O", "O", "O", "O", "O", "O", "O", "O", "O"], "positions_angstrom": [[0.05420, 0.31926, -0.59004], [0.22538, 1.78090, -0.21011], [2.99435, 0.29298, -0.89626], [3.67288, 0.48869, -2.24212], [-0.93101, 0.31641, 3.65449], [-0.10772, 1.52394, 4.07176], [2.31709, -2.83922, 0.29753], [1.92569, -3.86529, -0.75320], [1.14615, -2.35740, -1.33036], [1.95185, -1.08034, -1.50356], [-0.21786, -3.91922, 2.73112], [0.16191, -3.67242, 1.28029], [-2.45375, 0.03873, 1.23815], [-1.07183, -0.58238, 1.11751], [-0.85212, 2.18655, -3.34345], [-1.80449, 1.07948, -2.92225], [-3.13504, 3.18758, 0.33078], [-2.68019, 2.55057, -0.97205], [-3.02461, -2.40265, -1.14736], [-2.14767, -1.71667, -2.18198], [4.80365, 1.32437, 1.29326], [4.65147, -0.07065, 1.87705], [-4.37201, -0.19467, -0.55559], [-5.81464, 0.26229, -0.69719], [2.21333, 5.30247, 0.49512], [3.05994, 4.07808, 0.80194], [0.11672, 0.90357, 0.17393], [3.74219, -0.01271, -1.42188], [-0.82001, 0.94887, 4.37329], [2.69002, -3.50961, -0.28598], [1.48240, -1.75659, -2.00486], [-0.57822, -3.93857, 1.83739], [-1.68247, 0.00727, 0.66098], [-0.90088, 1.39188, -2.80021], [-3.26459, 2.40673, -0.21920], [-2.68388, -1.53756, -1.40135], [4.40238, 0.46610, 1.11623], [-5.21120, -0.16968, -0.08217], [2.63696, 4.54638, 0.07340]], "forces_ev_per_angstrom": [[-0.28, 0.24, -0.13], [0.12, -0.08, -0.07], [0.33, 0.40, 0.36], [-0.01, -0.10, -0.06], [-0.04, 0.12, 0.01], [-0.10, -0.05, 0.00], [0.31, 0.04, 0.06], [0.33, -0.29, -0.08], [-0.02, 0.37, -0.37], [0.40, -0.22, -0.28], [-0.07, -0.06, -0.03], [-0.07, -0.13, 0.07], [-0.37, -0.19, -0.15], [-0.15, 0.10, -0.05], [0.10, -0.08, -0.02], [0.04, -0.13, 0.09], [-0.05, -0.12, 0.01], [0.12, -0.15, 0.12], [-0.07, 0.07, 0.07], [0.02, 0.04, 0.02], [0.00, -0.09, -0.09], [-0.02, 0.01, -0.05], [0.21, -0.02, 0.03], [0.08, 0.00, 0.16], [0.03, -0.04, -0.08], [-0.04, -0.01, -0.10], [3.43, 1.31, -0.89], [-0.32, 0.07, -0.40], [0.13, -0.04, -0.06], [-0.25, -0.30, 0.52], [-0.88, 0.12, -0.04], [0.16, 0.17, -0.02], [-2.58, -1.29, 1.48], [-0.18, 0.24, -0.02], [-0.06, 0.31, -0.16], [-0.07, -0.26, -0.41], [0.05, 0.10, 0.51], [-0.19, -0.08, -0.14], [-0.03, 0.03, 0.18]], "nbo_charge": [0.48, 0.47, 0.46, 0.47, 0.47, 0.47, 0.45, 0.46, 0.44, 0.47, 0.47, 0.46, 0.47, 0.45, 0.47, 0.48, 0.47, 0.47, 0.48, 0.47, 0.47, 0.47, 0.49, 0.46, 0.47, 0.47, -0.94, -0.92, -0.94, -0.90, -0.93, -0.93, -0.92, -0.94, -0.93, -0.94, -0.93, -0.95, -0.94], "mol_weight_g_mol": 234.2, "e_above_lowest_kj_mol": 462.47, "energy_ev": -27037.15393, "homo_ev": -9.35}

Record 4
{"formula": "C27H16AuN7", "method": "ωB97M-V with the def2-TZVPD basis set", "elements": ["Au", "C", "C", "N", "C", "C", "N", "C", "C", "C", "C", "C", "N", "C", "C", "N", "C", "C", "N", "C", "C", "C", "N", "C", "C", "H", "H", "H", "H", "H", "H", "H", "H", "H", "H", "H", "H", "N", "C", "C", "C", "C", "C", "C", "C", "C", "C", "H", "H", "H", "H"], "positions_angstrom": [[0.26923, 0.44636, -0.30784], [-0.38991, 3.46598, 2.61464], [-0.04252, 2.85440, 1.42472], [-0.15946, 1.52930, 1.28193], [-0.63267, 0.78161, 2.34019], [-0.96902, 1.46454, 3.52114], [-0.84804, 2.75809, 3.64311], [-0.72773, -0.63856, 2.10134], [-1.16045, -1.64868, 2.94050], [-1.17363, -2.98741, 2.49636], [-0.73962, -3.25986, 1.18273], [-0.31171, -2.23314, 0.36180], [-0.31744, -0.96483, 0.84811], [0.16586, -2.28143, -0.99874], [0.30480, -3.42393, -1.80458], [0.74748, -3.36884, -3.03076], [1.08317, -2.18910, -3.54563], [0.96958, -1.02779, -2.80504], [0.51676, -1.06527, -1.54648], [-1.62896, -4.07544, 3.38241], [-1.64790, -5.41031, 2.95552], [-2.08393, -6.40129, 3.82344], [-2.47681, -6.10517, 5.03382], [-2.48141, -4.88000, 5.48859], [-2.06218, -3.82447, 4.69123], [-0.30237, 4.53441, 2.74843], [0.32956, 3.40315, 0.57365], [-1.34602, 0.93246, 4.38331], [-1.48249, -1.38302, 3.93193], [-0.72985, -4.26132, 0.79039], [0.04471, -4.40383, -1.42921], [1.44625, -2.17810, -4.56313], [1.23363, -0.05749, -3.19614], [-1.33666, -5.71459, 1.97124], [-2.11485, -7.44242, 3.53491], [-2.82335, -4.73128, 6.50288], [-2.08789, -2.83757, 5.12007], [2.70442, 7.62188, -6.57684], [2.43803, 6.79110, -5.83727], [2.10861, 5.76519, -4.92520], [3.00338, 5.44324, -3.89445], [2.68247, 4.44369, -3.00489], [1.46523, 3.75918, -3.14055], [0.57086, 4.08349, -4.17335], [0.89102, 5.08290, -5.06297], [1.12809, 2.73403, -2.23832], [0.82640, 1.84852, -1.47154], [3.93322, 5.98448, -3.81237], [3.35276, 4.17392, -2.20341], [-0.35954, 3.54256, -4.25434], [0.22090, 5.35067, -5.86532]], "forces_ev_per_angstrom": [[0.07, 0.16, -0.12], [-0.10, -0.09, 0.25], [0.16, -0.28, -0.56], [-0.13, 0.93, 0.70], [-0.11, -0.75, 0.02], [-0.05, -0.33, 0.02], [-0.12, 0.44, 0.49], [0.42, 1.59, -0.60], [-0.24, -1.01, 0.32], [-0.03, -0.15, 0.02], [-0.39, -0.45, 0.95], [0.62, 0.72, -1.47], [-0.31, -0.70, 0.71], [-0.30, -0.12, 0.80], [-0.11, -0.10, 0.26], [0.10, -0.47, -0.46], [-0.05, -0.27, 0.03], [-0.05, 0.57, 0.35], [0.28, -0.58, -0.99], [-0.22, -0.54, 0.42], [0.10, 0.35, -0.17], [0.23, 0.54, -0.46], [-0.64, -1.48, 1.26], [0.22, 0.51, -0.44], [0.13, 0.24, -0.29], [0.04, 0.07, -0.08], [0.04, 0.03, -0.10], [-0.04, -0.15, 0.05], [-0.07, -0.10, 0.17], [-0.05, -0.19, 0.08], [-0.05, -0.07, 0.12], [0.03, 0.10, -0.05], [0.02, 0.10, -0.01], [0.06, 0.01, -0.18], [0.03, -0.06, -0.10], [-0.01, 0.10, 0.07], [0.02, 0.19, 0.02], [0.13, 0.42, -0.37], [0.10, 0.30, -0.27], [-0.27, -0.83, 0.75], [-0.27, 0.16, -0.37], [-0.41, -0.25, -0.02], [0.24, 0.81, -0.73], [0.31, -0.12, 0.35], [0.40, 0.26, 0.00], [-0.26, -0.82, 0.73], [0.48, 1.27, -1.05], [0.06, 0.03, 0.01], [0.09, 0.02, 0.04], [-0.09, 0.00, -0.05], [-0.05, 0.01, -0.04]], "nbo_charge": [1.38, 0.07, 0.07, -0.46, 0.08, 0.12, -0.32, 0.28, -0.06, 0.01, -0.06, 0.28, -0.69, 0.08, 0.12, -0.32, 0.07, 0.07, -0.46, -0.08, -0.22, 0.08, -0.37, 0.08, -0.22, 0.25, 0.27, 0.23, 0.25, 0.25, 0.23, 0.25, 0.27, 0.21, 0.22, 0.22, 0.21, -0.22, 0.24, -0.13, -0.15, -0.17, -0.10, -0.19, -0.14, 0.01, -0.49, 0.25, 0.23, 0.23, 0.25], "mol_weight_g_mol": 635.4, "multiplicity": 3, "energy_ev": -42359.45268, "homo_ev": [-13.00, -13.50], "s2": 2.025, "total_charge": 2}